# 1
The following is a DFT calculation (the ωB97M-V functional and the def2-TZVPD basis) of a 12-piece molecular cluster, H24O12 overall.

Values from the calculation:
SMILES: O.O.O.O.O.O.O.O.O.O.O.O
E: -917.2103 hartree
E_LUMO: -0.22 eV
HOMO-LUMO gap: 0.3863 Ha
molecular weight: 216.18 g mol⁻¹
F_max: 0.8 eV/Å
ΔE to the lowest compared entry with this formula, charge and spin: 3.1314 eV

Last column: Löwdin charge in e.
Cartesian coordinates (Å):
1 H -0.559 -3.351 -0.929  0.035
2 O -4.286 -0.334 0.315  -0.044
3 H -1.059 -1.916 -0.898  -0.012
4 H -2.660 2.826 -0.922  0.016
5 H 1.375 -3.061 1.455  0.057
6 H 1.476 -2.272 0.160  -0.002
7 H 0.571 0.500 0.707  0.020
8 H -2.346 -0.892 -1.445  -0.001
9 H 3.249 1.454 -2.522  0.032
10 H 3.570 -2.098 -0.285  0.034
11 H -3.344 4.143 -1.250  0.031
12 O 3.495 -2.836 -0.900  -0.051
13 H 3.063 2.812 -1.865  0.036
14 H 2.271 -0.066 2.406  0.026
15 H -0.399 1.662 0.838  0.063
16 H 4.408 -3.064 -1.106  0.048
17 H 2.328 4.489 1.422  0.036
18 O -3.476 3.317 -0.771  -0.058
19 H -1.475 -2.273 2.822  0.026
20 H -1.769 0.016 -2.519  0.045
21 O 1.687 3.810 1.662  -0.055
22 O -2.408 -2.216 2.589  -0.055
23 H 0.771 -1.101 -1.830  0.036
24 H -5.014 -0.773 -0.141  0.049
25 O 2.592 1.997 -2.072  -0.060
26 H 1.455 1.206 2.238  -0.021
27 H -2.511 -1.321 2.247  0.019
28 O -2.289 0.034 -1.708  -0.039
29 O 1.652 0.507 2.873  -0.069
30 O -1.328 -2.809 -1.140  -0.051
31 H -3.518 -0.879 0.109  0.001
32 H 2.032 3.441 2.483  0.032
33 O 0.855 -2.514 0.856  -0.039
34 H 0.237 0.307 -2.037  0.035
35 O 0.522 1.460 0.639  -0.067
36 O 0.832 -0.206 -1.478  -0.053



# 2
The following is a DFT calculation (the ωB97M-V functional and the def2-TZVPD basis) of a 12-piece molecular cluster, H24O12 overall at a distorted geometry.

Values from the calculation:
SMILES: O.O.O.O.O.O.O.O.O.O.O.O
E: -917.2104 hartree
E_LUMO: -0.36 eV
HOMO-LUMO gap: 0.3823 Ha
molecular weight: 216.18 g mol⁻¹
F_max: 2.2 eV/Å
ΔE to the lowest compared entry with this formula, charge and spin: 3.1288 eV

Last column: Löwdin charge in e.
Cartesian coordinates (Å):
1 H -0.722 -1.803 2.132  0.015
2 O 1.518 -0.304 -3.261  -0.046
3 H -2.374 0.964 -2.055  -0.012
4 O 3.173 -3.035 2.136  -0.045
5 O 0.740 4.619 0.652  -0.052
6 O -0.028 2.601 -2.220  -0.027
7 H 0.604 3.750 0.259  0.006
8 H 0.568 -0.418 -3.357  0.043
9 H -0.864 2.164 -2.097  -0.014
10 H 1.371 -2.684 -0.627  0.037
11 H 1.773 -1.021 -3.859  0.055
12 H 1.935 0.893 2.988  0.032
13 H 0.300 2.262 -3.040  0.028
14 H -2.438 2.700 0.304  0.069
15 H -1.781 -3.159 -1.505  0.045
16 O 1.260 1.325 3.517  -0.054
17 O -2.290 0.551 3.186  -0.049
18 O -0.768 -2.704 1.825  -0.047
19 H -0.948 -2.692 0.881  -0.005
20 H 0.121 5.146 0.159  0.021
21 H -1.495 1.598 0.453  0.062
22 H 2.353 -1.740 -0.568  0.040
23 H 0.943 2.054 2.988  0.018
24 H -3.060 -0.002 -1.157  0.029
25 H -2.248 -0.353 3.503  0.029
26 O -1.607 -3.976 -1.003  -0.053
27 H 3.290 -3.535 1.337  0.013
28 H 1.311 0.953 -1.371  -0.014
29 O -1.852 2.168 -0.246  -0.042
30 H -1.053 -4.366 -1.699  0.047
31 H 2.253 -3.113 2.392  0.027
32 H -2.916 0.907 3.817  0.035
33 H 2.602 0.673 -1.224  0.027
34 O 1.383 -1.715 -0.518  -0.076
35 O -2.994 0.226 -2.091  -0.060
36 O 1.938 1.066 -0.631  -0.081



# 3
The following is a DFT calculation (the ωB97M-V functional and the def2-TZVPD basis) of a 12-piece molecular cluster, H24O12 overall at a distorted geometry.

Values from the calculation:
SMILES: O.O.O.O.O.O.O.O.O.O.O.O
E: -917.2859 hartree
E_LUMO: -0.05 eV
HOMO-LUMO gap: 0.3557 Ha
molecular weight: 216.18 g mol⁻¹
F_max: 1.0 eV/Å
ΔE to the lowest compared entry with this formula, charge and spin: 1.0740 eV

Last column: Löwdin charge in e.
Cartesian coordinates (Å):
1 H -8.829 -4.338 2.385  0.020
2 H -9.362 -2.828 4.542  0.059
3 H -6.211 -7.413 0.570  -0.029
4 O -3.570 -5.233 3.184  -0.050
5 H -7.981 -3.495 4.259  0.012
6 H -5.840 -3.007 4.742  0.068
7 H -9.257 -6.480 2.580  -0.019
8 H -8.528 -7.951 1.170  0.056
9 O -2.907 -7.504 4.512  -0.061
10 H -5.353 -8.164 -0.458  0.057
11 H -5.995 -8.380 5.440  0.061
12 O -6.181 -3.811 4.335  -0.041
13 O -5.826 -7.738 4.743  -0.047
14 O -9.654 -7.066 3.256  -0.069
15 O -8.914 -4.935 1.610  -0.060
16 H -6.071 -8.181 3.918  0.060
17 H -6.923 -5.844 3.069  0.038
18 H -9.365 -4.413 0.939  0.078
19 H -9.396 -6.684 4.100  0.032
20 O -8.887 -3.375 3.911  -0.053
21 H -3.159 -5.548 1.304  -0.019
22 O -2.995 -5.999 0.461  -0.095
23 H -5.409 -4.251 3.948  0.021
24 H -3.874 -7.415 4.423  0.007
25 H -7.847 -6.647 0.761  0.017
26 H -5.410 -5.986 2.833  0.014
27 O -5.467 -7.304 -0.042  -0.075
28 H -3.240 -4.331 3.284  0.083
29 O -5.996 -3.892 0.441  -0.066
30 H -6.298 -4.749 0.776  -0.017
31 H -2.750 -8.412 4.783  0.053
32 O -7.839 -7.600 0.593  -0.054
33 H -5.712 -4.070 -0.461  0.039
34 H -3.023 -5.784 3.775  0.044
35 H -3.903 -6.228 0.179  -0.013
36 O -6.271 -6.110 2.412  -0.050